[1]
The following is a quantum chemistry calculation of 2 unconnected molecules or ions with the total composition C7H4NO4S2 at a distorted geometry, from the Open Molecules 2025 dataset.

Computed properties:
* HOMO energy: -3.67 eV
* largest force on an atom: 0.0803 Eh/bohr
* E_tot: -38672.070 eV
* energy relative to the best compared isomer or geometry (same formula, charge and spin): 44.22 kcal per mole
* total charge: -1

Each line ends with the Löwdin charge.
Positions of all 18 atoms, in Å:
C -2.019 -0.786 0.480  -0.11
C -0.848 -1.125 1.082  -0.18
C 2.304 -1.746 -1.490  -0.45
C -1.989 0.346 -0.463  -0.47
C -0.682 1.160 -0.577  -0.40
C 0.303 -0.327 1.093  -0.79
C 0.346 0.836 0.350  -0.30
N 1.288 1.884 0.515  -0.35
O 2.630 -0.645 -1.413  0.20
O 2.137 -2.877 -1.614  0.19
O 1.044 2.918 -0.163  -0.06
O 2.297 1.788 1.246  -0.07
S -0.974 -0.074 -1.935  0.80
S 1.448 -0.556 2.224  0.67
H -2.850 -1.559 0.666  0.13
H -0.819 -1.896 1.815  0.07
H -2.922 0.546 -0.907  0.06
H -0.693 2.113 -0.909  0.06

---

[2]
The following is a quantum chemistry calculation of 2 unconnected molecules or ions with the total composition C2H4F2Si at a distorted geometry, from the Open Molecules 2025 dataset.

Computed properties:
* HOMO energy (spin up / spin down): -10.14 / -10.30 eV
* largest force on an atom: 0.0587 Eh/bohr
* E_tot: -15445.138 eV
* energy relative to the best compared isomer or geometry (same formula, charge and spin): 203.67 kcal per mole
* total charge: 0

Each line ends with the Löwdin charge.
Positions of all 9 atoms, in Å:
C 0.321 -0.302 0.079  -0.18
C 1.585 -0.063 -0.087  -0.51
F 2.560 -0.995 -0.041  0.08
F 2.245 1.022 -0.277  0.16
Si -1.232 0.553 -0.021  0.55
H -0.627 -2.387 0.821  0.16
H -1.991 0.191 1.113  -0.09
H -1.894 0.108 -1.246  -0.07
H -0.967 1.872 -0.342  -0.09

---

[3]
The following is a quantum chemistry calculation of a molecular structure, C4H8O, from the Open Molecules 2025 dataset.

Computed properties:
* HOMO energy: -8.59 eV
* largest force on an atom: 0.0063 Eh/bohr
* E_tot: -6319.684 eV
* energy relative to the best compared isomer or geometry (same formula, charge and spin): 126.45 kcal per mole
* total charge: 0

Each line ends with the Löwdin charge.
Positions of all 13 atoms, in Å:
C 0.935 1.650 -0.039  -0.03
C -1.061 -0.019 0.030  0.03
C -0.634 -1.019 -1.009  -0.22
O -0.989 -1.930 0.068  -0.10
C -0.512 -0.973 1.055  -0.22
H 1.208 1.830 1.003  0.04
H 1.063 2.552 -0.637  0.04
H 1.540 0.838 -0.450  0.03
H -0.153 1.421 -0.070  -0.02
H 0.417 -1.129 -1.312  0.11
H -1.306 -1.115 -1.866  0.11
H -1.078 -1.034 1.989  0.11
H 0.569 -1.074 1.237  0.12